Entry 1:
Molecular formula: C47H97F2GaO23PS7Si
Method: DFT, ωB97M-V with the def2-TZVPD basis set

Results
Orbital gap   5.4 eV
Max |F|   0.0623 hartree/bohr
Total energy   -248224.055 eV
Energy relative to the best compared isomer or geometry (same formula, charge and spin)   0.0 kcal/mol
Highest occupied orbital energy   -0.1457 Eh
Lowest unoccupied orbital energy   1.435 eV

Geometry as ORCA input:
```
! wB97M-V def2-TZVPD RIJCOSX def2/J DEFGRID3
* xyz -1 1
C 1.55976 -4.78196 4.00571
C 0.62865 -3.72902 3.26738
O 0.58565 -2.48006 3.94503
C -0.64934 -1.77284 3.67799
C -0.43499 -0.79824 2.43099
O -0.72173 0.54713 2.75148
C -0.53428 1.43040 1.62265
Ga 1.45696 1.58398 1.00745
C 2.61209 1.14130 2.67698
C 4.02319 0.69335 2.55958
C 4.86360 0.39563 3.74431
C 4.27504 0.50386 5.07259
C 2.88180 0.91365 5.25170
C 2.08826 1.24336 4.05670
P 1.90307 3.79338 0.39120
C 1.05457 4.31462 -1.21220
C 2.02341 5.02735 -2.26583
C 3.73200 4.22483 0.41036
C 4.68750 3.23753 -0.37633
C 1.69505 0.17642 -0.49206
F 0.49955 -0.62634 -0.60114
F 2.71062 -0.73003 -0.05318
C 1.95082 0.74179 -1.92682
C 2.57326 -0.35038 -2.91962
Si 3.67571 0.37654 -4.29296
C 3.60836 2.26870 -4.44946
C 3.12477 -0.36795 -5.98464
C 5.44482 -0.30960 -3.98985
C 6.55222 0.48666 -3.44410
C 7.87414 -0.12825 -3.21261
C 8.04526 -1.54840 -3.53735
C 6.97118 -2.37632 -4.10374
C 5.66454 -1.72749 -4.32957
H 2.44939 -4.30439 4.48918
H 1.95902 -5.52728 3.25794
H 0.98603 -5.39577 4.75835
H 1.05411 -3.60646 2.22287
H -0.38257 -4.21992 3.14973
H -1.51405 -2.46325 3.50585
H -0.81020 -1.12290 4.58393
H 0.62347 -0.98126 2.08733
H -1.10287 -1.16364 1.59310
H -0.83621 2.46236 1.96624
H -1.20789 1.16189 0.76005
H 4.52902 0.55508 1.57470
H 5.92951 0.09251 3.60274
H 4.89160 0.28402 5.97325
H 2.39088 0.98817 6.25413
H 1.03859 1.58128 4.25831
H 0.30978 5.11703 -0.92694
H 0.43534 3.50246 -1.68850
H 1.45917 5.06550 -3.24169
H 2.19107 6.10849 -1.98482
H 3.01602 4.52313 -2.34847
H 4.07725 4.23888 1.47683
H 3.89478 5.26730 0.00885
H 4.91874 2.34914 0.26209
H 5.67790 3.76797 -0.54470
H 4.32258 2.93437 -1.38816
H 0.93151 0.97625 -2.35694
H 2.50938 1.71171 -1.93165
H 3.17469 -1.13213 -2.38834
H 1.71289 -0.89885 -3.40784
H 4.12643 2.55065 -5.40837
H 4.08471 2.78535 -3.57876
H 2.53425 2.58608 -4.52913
H 4.00571 -0.36634 -6.68999
H 2.29684 0.30212 -6.35428
H 2.72852 -1.41600 -5.84621
H 6.40933 1.56926 -3.18816
H 8.69678 0.50028 -2.79322
H 9.01834 -2.05842 -3.34917
H 7.11492 -3.45633 -4.34524
H 4.84149 -2.34446 -4.76705
O -1.52800 -4.82305 -4.64393
S -2.54997 -3.96750 -4.11434
O -2.55226 -2.55629 -4.36034
O -2.67787 -4.22163 -2.53694
C -1.49637 -4.10554 -1.72498
C -1.13418 -2.65865 -1.45507
C -4.13046 -4.61772 -4.56476
H -0.66218 -4.64293 -2.18305
H -1.71904 -4.60237 -0.77922
H -0.81693 -2.15592 -2.36932
H -0.31962 -2.59446 -0.73627
H -1.99522 -2.11062 -1.06699
H -4.15113 -5.68192 -4.33923
H -4.26360 -4.45702 -5.63362
H -4.90088 -4.08663 -4.00907
O 0.87204 1.56294 -10.63098
S 0.96113 2.56759 -9.61165
O 1.67413 2.34423 -8.38909
O -0.52008 3.09149 -9.26002
C -1.51460 2.12881 -8.88446
C -1.33884 1.67027 -7.44919
C 1.55522 4.06377 -10.33996
H -1.50903 1.28075 -9.57402
H -2.48216 2.62287 -8.98758
H -0.42114 1.09182 -7.33072
H -2.17618 1.04176 -7.14146
H -1.27038 2.52686 -6.77610
H 0.98697 4.26463 -11.24604
H 2.60788 3.92127 -10.57974
H 1.44263 4.87382 -9.62164
O -4.11744 7.70549 -7.27068
S -4.65768 6.87302 -8.30399
O -4.42094 5.46023 -8.33313
O -4.26203 7.49388 -9.73282
C -2.87884 7.75128 -10.00099
C -2.12901 6.47890 -10.34500
C -6.39781 7.15484 -8.41754
H -2.41286 8.26960 -9.15920
H -2.84648 8.43047 -10.85425
H -2.06345 5.81362 -9.48255
H -1.11311 6.70755 -10.67286
H -2.64359 5.93069 -11.13661
H -6.58035 8.22716 -8.44172
H -6.86356 6.71359 -7.53762
H -6.77430 6.67501 -9.31893
O -0.71080 -1.09034 10.50514
S -1.24570 -1.88746 9.43758
O -1.01379 -3.30093 9.36700
O -0.84009 -1.22312 8.03514
C 0.54446 -0.95562 7.77192
C 1.29347 -2.21526 7.38308
C -2.98208 -1.59346 9.31289
H 1.01346 -0.46453 8.62880
H 0.57474 -0.25164 6.93922
H 1.36196 -2.90696 8.22526
H 2.30752 -1.97383 7.05932
H 0.77704 -2.73767 6.57568
H -3.15856 -0.51980 9.32021
H -3.46338 -2.05880 10.17153
H -3.35053 -2.04214 8.39292
O 10.52983 -2.38753 -0.97654
S 10.66881 -2.77882 0.39530
O 10.46037 -4.13273 0.81642
O 9.77516 -1.80704 1.30475
C 8.37981 -1.66385 0.98707
C 7.56818 -2.85151 1.46603
C 12.24492 -2.24372 0.98829
H 8.24454 -1.49877 -0.08504
H 8.03489 -0.76368 1.49752
H 7.82549 -3.75378 0.90870
H 6.50116 -2.66485 1.33362
H 7.76632 -3.05486 2.52029
H 12.39105 -1.20207 0.71002
H 13.00517 -2.86816 0.52128
H 12.27436 -2.36605 2.06927
O -5.94283 -3.02328 8.92445
S -7.33014 -3.00941 9.28783
O -7.76231 -2.60871 10.59485
O -7.97196 -4.44280 8.94608
C -7.34910 -5.61255 9.48848
C -7.69733 -5.80757 10.95212
C -8.22312 -2.07437 8.08627
H -6.26684 -5.57558 9.34087
H -7.72371 -6.46067 8.91358
H -7.25800 -5.02191 11.56859
H -7.32301 -6.76806 11.31105
H -8.77822 -5.76841 11.10028
H -7.92957 -2.40652 7.09244
H -7.96604 -1.02473 8.22194
H -9.28971 -2.21954 8.24579
O -9.25469 0.71544 5.56832
S -9.77866 -0.08293 4.49805
O -9.55096 -1.49701 4.43200
O -9.35525 0.57604 3.09893
C -7.96295 0.83476 2.85998
C -7.21105 -0.42890 2.48892
C -11.51498 0.21301 4.36278
H -7.50945 1.32535 3.72453
H -7.91505 1.53885 2.02845
H -7.16143 -1.11895 3.33262
H -6.18999 -0.19254 2.18533
H -7.71358 -0.95155 1.67282
H -11.69081 1.28670 4.36770
H -11.99916 -0.25148 5.22060
H -11.87803 -0.23708 3.44083
*
```

Atom charges from the Mulliken analysis, given in e for atoms 1 to 6: C -1.22; C -0.18; O -0.16; C -0.62; C 0.68; O -0.57

=====

Entry 2:
Molecular formula: C22H19BrMnN4O3S2
Method: DFT, ωB97M-V with the def2-TZVPD basis set

Results
Orbital gap (spin up / spin down)   6.3 / 6.6 eV
Max |F|   0.0122 hartree/bohr
⟨S²⟩   3.8435
Total energy   -158243.843 eV
Energy relative to the best compared isomer or geometry (same formula, charge and spin)   0.0 kcal/mol
Highest occupied orbital energy (spin up / spin down)   -0.5385 / -0.5384 Eh
Lowest unoccupied orbital energy (spin up / spin down)   -8.389 / -8.013 eV

Geometry as ORCA input:
```
! wB97M-V def2-TZVPD RIJCOSX def2/J DEFGRID3
* xyz 2 4
Mn -0.84818 0.14765 0.41132
Br 0.25385 2.48227 3.04589
C -0.35011 0.76521 3.46060
C -0.32923 0.37118 4.79013
C -0.72873 -0.90605 5.12783
C -1.12478 -1.78085 4.12471
C -1.10641 -1.32748 2.83601
N -0.75351 -0.06605 2.48977
C -1.42791 -2.20994 1.68900
O -1.87235 -3.30315 1.75928
O -1.11554 -1.60238 0.51242
H 0.01218 1.07303 5.53688
H -0.70900 -1.22475 6.16173
H -1.42774 -2.80179 4.31434
N -3.08334 0.73155 0.67290
C -2.56988 2.05229 0.52753
N -1.30108 2.07994 0.27150
C -0.81681 3.37051 0.07442
C 0.48610 3.74176 -0.24256
C 0.74887 5.08851 -0.37013
C -0.25900 6.04905 -0.18348
C -1.55150 5.68589 0.13168
C -1.82004 4.32437 0.25600
S -3.34063 3.55676 0.63735
H -3.59363 0.42337 -0.15372
H -3.68798 0.61690 1.48189
H 1.26053 2.99457 -0.36571
H 1.75172 5.41339 -0.61366
H -0.01830 7.09855 -0.28859
H -2.32413 6.43016 0.27275
N 2.20613 0.31310 0.52361
C 1.05528 0.24568 0.47973
C 3.29710 -5.17537 -1.82573
C 2.53396 -3.89141 -2.00635
C 1.13714 -3.87956 -1.97664
C 0.42791 -2.70516 -2.13830
C 1.14214 -1.52521 -2.32447
C 2.53156 -1.49685 -2.33465
C 3.21522 -2.69027 -2.18818
S 0.32799 -0.00300 -2.53522
C -0.67984 -0.27792 -3.96320
O -0.81529 0.06349 -1.44457
H 2.64888 -6.04466 -1.91126
H 3.76651 -5.19937 -0.84070
H 4.09404 -5.26182 -2.56332
H 0.59997 -4.80895 -1.83155
H -0.65467 -2.71023 -2.10148
H 3.06899 -0.56325 -2.45528
H 4.29831 -2.68923 -2.20614
H -1.25555 -1.19124 -3.82569
H 0.01817 -0.37603 -4.79634
H -1.31739 0.59278 -4.10238
*
```

Atom charges from the natural (NBO) analysis, given in e for atoms 1 to 6: Mn 1.33; Br 0.19; C 0.16; C -0.23; C -0.08; C -0.17

=====

Entry 3:
Molecular formula: C2H5N3
Method: DFT, ωB97M-V with the def2-TZVPD basis set

Results
Orbital gap   9.3 eV
SMILES   [H]/N=C\NN=C
Max |F|   0.1172 hartree/bohr
Total energy   -6620.997 eV
Energy relative to the best compared isomer or geometry (same formula, charge and spin)   90.9 kcal/mol
Highest occupied orbital energy   -0.3183 Eh
Lowest unoccupied orbital energy   0.669 eV

Geometry as ORCA input:
```
! wB97M-V def2-TZVPD RIJCOSX def2/J DEFGRID3
* xyz 0 1
H -1.77037 -1.84048 0.88826
N -2.12495 -1.17230 0.00643
C -1.11307 -0.43558 -0.27810
N 0.40361 -0.71800 -0.06203
N 1.39393 0.04306 -0.42490
C 1.28813 1.32601 -0.14513
H -1.41870 0.57727 -0.73202
H 0.81623 -1.64542 0.16831
H 0.49028 1.65841 0.86785
H 2.03492 2.20703 -0.28867
*
```

Atom charges from the natural (NBO) analysis, given in e for atoms 1 to 6: H 0.33; N -0.65; C 0.25; N -0.48; N -0.22; C -0.19

=====

Entry 4:
Molecular formula: C15H21Cl2N5OPS
Method: DFT, ωB97M-V with the def2-TZVPD basis set

Results
Orbital gap   9.0 eV
SMILES   C/C(Cl)=C(\Cl)n1[nH]c(CCCS)n/c1=[N+](/Cc1ccccc1)P(N)O
Max |F|   0.0271 hartree/bohr
Total energy   -70557.304 eV
Energy relative to the best compared isomer or geometry (same formula, charge and spin)   0.0 kcal/mol
Highest occupied orbital energy   -0.4304 Eh
Lowest unoccupied orbital energy   -2.698 eV

Geometry as ORCA input:
```
! wB97M-V def2-TZVPD RIJCOSX def2/J DEFGRID3
* xyz 1 1
C 1.57083 -2.61343 2.72870
C 0.82398 -1.58110 1.96162
Cl 0.68777 -0.03526 2.68727
C 0.24691 -1.78764 0.78274
Cl 0.25475 -3.37300 0.06807
N -0.42710 -0.81338 0.02850
N -1.74937 -0.60028 0.27650
C -2.18338 0.33623 -0.55727
C -3.55898 0.85560 -0.62967
C -4.61542 -0.09281 -0.08481
C -6.01805 0.46208 -0.39081
S -6.56988 1.74012 0.76578
N -1.19562 0.72359 -1.33915
C -0.10350 0.04686 -0.99678
N 1.09127 0.15570 -1.56085
C 2.27680 -0.58845 -1.14139
C 3.00817 0.03975 0.02582
C 2.78618 1.35709 0.41843
C 3.50601 1.90768 1.48273
C 4.44796 1.13181 2.15655
C 4.66995 -0.18945 1.76815
C 3.95067 -0.73639 0.70799
P 1.37831 1.25747 -2.96739
N 0.57215 0.40321 -4.20519
O 0.41516 2.53670 -2.71364
H 2.26053 -2.09068 3.38284
H 2.18059 -3.20312 2.05539
H 0.91135 -3.23432 3.32408
H -2.26209 -1.08504 0.99517
H -3.75646 1.04529 -1.68212
H -3.60626 1.82202 -0.13346
H -4.55966 -1.07483 -0.55330
H -4.52937 -0.20692 0.99466
H -6.75243 -0.32858 -0.45522
H -5.97088 0.92696 -1.37188
H -5.83779 2.77434 0.33383
H 2.93994 -0.60485 -2.00325
H 2.01057 -1.62388 -0.95238
H 2.05898 1.99079 -0.06497
H 3.32551 2.92818 1.77518
H 5.00376 1.58979 2.95826
H 5.40922 -0.77462 2.29009
H 4.13899 -1.75754 0.41106
H 1.29812 0.22068 -4.89126
H 0.25901 -0.51529 -3.90518
H 0.21284 2.65890 -1.77943
*
```

Atom charges from the natural (NBO) analysis, given in e for atoms 1 to 6: C -0.67; C 0.05; Cl 0.08; C 0.01; Cl 0.04; N -0.24

=====

Entry 5:
Molecular formula: C6H10N2
Method: DFT, ωB97M-V with the def2-TZVPD basis set

Results
Orbital gap   9.0 eV
SMILES   C=NN1CC=C[C@@H]1C
Max |F|   0.1071 hartree/bohr
Total energy   -9359.005 eV
Energy relative to the best compared isomer or geometry (same formula, charge and spin)   125.3 kcal/mol
Highest occupied orbital energy   -0.2958 Eh
Lowest unoccupied orbital energy   0.928 eV

Geometry as ORCA input:
```
! wB97M-V def2-TZVPD RIJCOSX def2/J DEFGRID3
* xyz 0 1
C 0.11523 -2.71539 -0.50998
N 0.39407 -1.58212 -1.13618
N 0.16418 -0.40481 -0.62194
C 0.33892 0.73674 -1.56658
C -0.59729 1.66401 -1.07227
C -0.88532 1.55855 0.25097
C -0.48316 0.03789 0.72007
C 0.65424 0.23847 1.86795
H -0.23255 -2.56125 0.48653
H 0.26310 -3.79643 -0.93664
H -0.02990 0.50169 -2.67688
H 1.28056 1.15268 -1.74146
H -0.72648 2.62407 -1.81758
H -1.58534 2.31888 0.70966
H -1.30681 -0.52084 1.14267
H 1.61812 0.78314 1.57210
H 0.28143 0.89999 2.85051
H 0.73699 -0.93524 2.47903
*
```

Atom charges from the natural (NBO) analysis, given in e for atoms 1 to 6: C -0.27; N -0.18; N -0.25; C -0.25; C -0.17; C -0.23

=====

Which of these has the highest energy relative to the best compared isomer or geometry (same formula, charge and spin)? C6H10N2